1.
Computed, not measured: C2H6IO2P in the gas phase in a non-equilibrium geometry, with the ωB97M-V functional and the def2-TZVPD basis.

Output
Frontier orbital gap, eV: 9.683
SMILES string: COP(I)OC
Energy relative to the best compared isomer or geometry (same formula, charge and spin), kJ/mol: 98.14
Net charge: 0

Each line ends with the natural charge from an NBO analysis.
Geometry (Å):
C 0.33776 1.53569 -1.59964  -0.27
O 1.09808 0.34972 -1.94265  -0.83
P 0.79499 -1.17906 -1.30104  1.30
I -1.49292 -1.71735 -1.98012  -0.25
O 0.48318 -0.68531 0.21287  -0.83
C -0.02880 -1.47437 1.21084  -0.27
H -0.41965 1.16768 -0.86950  0.19
H -0.20362 1.97891 -2.53375  0.20
H 1.08796 2.24627 -1.13514  0.20
H 0.70989 -2.28655 1.67143  0.17
H -0.97155 -2.05602 0.84077  0.19
H -0.38402 -0.99982 2.10444  0.20

***

2.
Computed, not measured: a molecular structure, C35H38N9PbS5, with the ωB97M-V functional and the def2-TZVPD basis.

Output
Frontier orbital gap, eV: 7.549
Energy relative to the best compared isomer or geometry (same formula, charge and spin), kJ/mol: 0.00
Net charge: +1

Each line ends with the Mulliken charge.
Geometry (Å):
Pb -0.44276 0.32602 0.86611  1.68
C 0.39491 1.73031 -2.22295  -1.26
C -0.97938 2.36388 -2.45262  -1.40
C -1.84718 2.78552 -1.28791  0.81
C -2.44492 4.04018 -1.33116  -0.97
C -3.33744 4.41918 -0.34449  -0.83
C -3.62823 3.52273 0.66907  -1.09
C -2.98406 2.30365 0.66093  -0.28
N -2.11188 1.93441 -0.28711  0.76
N 0.44059 0.36064 -1.66640  0.70
C 1.85229 -0.09785 -1.65131  -0.86
C 2.63263 0.22707 -0.39994  0.43
C 3.80613 0.95801 -0.43580  -0.92
C 4.52668 1.12325 0.73773  -0.40
C 4.06068 0.53735 1.90104  -0.75
C 2.86138 -0.15497 1.85350  -0.05
N 2.15515 -0.29854 0.73451  -0.11
C -0.34183 -0.57159 -2.48411  -0.77
C -0.50330 -1.93870 -1.86009  0.14
C -0.78983 -3.04361 -2.65234  -1.01
C -0.99727 -4.26737 -2.04025  -0.54
C -0.90068 -4.35348 -0.65863  -0.84
C -0.60686 -3.20362 0.04916  -0.63
N -0.41642 -2.02178 -0.53752  0.66
H 0.96941 2.37129 -1.55547  0.64
H 0.90027 1.72756 -3.19894  0.47
H -1.59206 1.72860 -3.09791  0.30
H -0.78116 3.26004 -3.04052  0.55
H -2.20085 4.71760 -2.13820  0.45
H -3.79270 5.40015 -0.36873  0.44
H -4.32339 3.76642 1.45946  0.68
H -3.15518 1.58523 1.45752  0.50
H 2.37637 0.30314 -2.52573  0.42
H 1.85238 -1.18507 -1.73587  0.41
H 4.14979 1.39672 -1.36319  0.42
H 5.43479 1.71113 0.74327  0.43
H 4.60878 0.62262 2.82882  0.42
H 2.43161 -0.59716 2.74637  0.37
H 0.10444 -0.68084 -3.48193  0.34
H -1.34243 -0.15994 -2.62211  0.41
H -0.85094 -2.94455 -3.72861  0.52
H -1.22308 -5.14398 -2.63275  0.45
H -1.05073 -5.28942 -0.13929  0.48
H -0.51815 -3.22048 1.12971  0.48
C -5.80988 -2.16515 -0.67896  -1.37
C -4.71721 -1.98356 0.31844  0.61
C -4.41395 -2.66706 1.47259  -1.46
C -3.25308 -2.05358 1.98982  0.54
N -2.86579 -1.05852 1.20463  0.45
N -3.76526 -1.03555 0.19563  0.17
C -2.51777 -2.41510 3.23694  -1.03
H -6.61573 -2.74940 -0.24219  0.37
H -5.44771 -2.69392 -1.56231  0.26
H -6.21540 -1.20642 -1.00369  0.37
H -4.95105 -3.50045 1.89359  0.51
H -3.69329 -0.32124 -0.50974  0.01
H -2.51475 -3.49597 3.37708  0.39
H -2.99520 -1.96141 4.10644  0.32
H -1.49092 -2.05400 3.20249  -0.06
S -1.34783 1.07400 3.86292  0.00
C -0.27281 0.69188 5.07745  -0.02
N -0.02334 1.43130 6.13989  0.02
C 0.91034 0.94241 7.14272  -0.74
C 1.71971 -0.17333 6.48228  -0.44
S 0.67973 -0.78270 5.11359  -0.13
H -0.40531 2.37031 6.23919  0.08
H 0.35943 0.57900 8.01258  0.32
H 1.55021 1.76442 7.46130  0.32
H 1.92229 -0.99472 7.16362  0.43
H 2.65721 0.19185 6.06850  0.27
S -0.09725 4.85324 6.23859  -0.32
C -0.04856 4.48923 4.61478  0.06
S 1.27760 3.71136 3.80472  -0.07
C 0.33507 3.62126 2.31912  -0.20
N -0.83202 4.15377 2.43605  -0.48
N -1.02792 4.64740 3.70281  0.63
C -2.27836 5.29157 3.95849  -0.31
C -2.30564 6.60593 4.39228  -0.20
C -3.53020 7.21593 4.61346  -0.66
C -4.70942 6.51591 4.39645  -0.51
C -4.66696 5.19786 3.96302  -0.83
C -3.44614 4.57881 3.74434  -0.12
S 0.95632 2.81737 0.93699  -0.32
H -1.37912 7.13854 4.55770  0.49
H -3.56275 8.24114 4.95684  0.39
H -5.66286 6.99620 4.57241  0.40
H -5.58694 4.64771 3.81210  0.45
H -3.37564 3.54612 3.42612  0.77

***

3.
Computed, not measured: 2 unconnected molecules or ions with the total composition C3H11N3 in a non-equilibrium geometry, with the ωB97M-V functional and the def2-TZVPD basis.

Output
Frontier orbital gap, eV: 7.766
SMILES string: C=CN.NCN
Energy relative to the best compared isomer or geometry (same formula, charge and spin), kJ/mol: 490.61
Net charge: 0

Each line ends with the natural charge from an NBO analysis.
Geometry (Å):
C -3.07396 -1.41640 1.05816  -0.75
C -2.43339 -1.11562 -0.10263  0.16
N -2.77915 -0.22404 -1.14954  -0.83
H -3.89548 -2.03766 1.33736  0.24
H -2.59006 -1.37314 1.98919  0.22
H -1.54452 -1.56594 -0.55202  0.13
H -3.32175 0.58276 -0.81711  0.42
H -2.06807 -0.39876 -1.94911  0.41
N 3.39691 1.63426 -0.28081  -0.88
C 2.09832 0.98259 -0.02610  -0.05
N 2.07235 -0.28979 0.59946  -0.82
H 3.78133 2.38580 0.31217  0.36
H 3.37412 2.25200 -1.06388  0.36
H 1.53543 0.92710 -1.02067  0.17
H 1.34226 1.78812 0.53283  0.15
H 2.42542 -1.05058 0.08810  0.37
H 2.58480 -0.05615 1.38274  0.35

***

no.,LUMO (hartree)
1,0.01725
2,-0.07082
3,0.02543